{
  "formula": "CH3NOSi",
  "method": "the ωB97M-V functional and the def2-TZVPD basis",
  "elements": ["C", "N", "O", "Si", "H", "H", "H"],
  "coordinates": [[2.097, 1.793, -2.158], [2.666, 2.377, -2.967], [0.391, 0.602, 0.639], [-0.515, -0.445, 0.024], [1.661, 0.956, -1.700], [0.058, -1.084, -1.023], [-1.606, -1.320, 0.468]],
  "nbo_charge": [0.077, -0.306, -1.116, 1.622, 0.227, -0.278, -0.225],
  "largest_force_ev_per_a": 3.14,
  "smiles": "O=[SiH2].C#N",
  "total_charge": 0,
  "e_homo_ev": -11.222,
  "relative_energy_kcal_mol": 58.4
}


{
  "formula": "C22H23F5N4OSe2TeV",
  "method": "the ωB97M-V functional and the def2-TZVPD basis",
  "elements": ["V", "C", "C", "C", "C", "C", "C", "N", "N", "C", "C", "C", "C", "C", "C", "H", "H", "H", "H", "H", "H", "H", "H", "H", "C", "Se", "C", "C", "Se", "C", "H", "H", "H", "H", "H", "H", "H", "H", "H", "H", "F", "Te", "F", "F", "F", "F", "O", "N", "C", "C", "C", "C", "C", "N", "C", "H", "H", "H", "H"],
  "coordinates": [[0.465, -0.055, 0.165], [-4.479, -2.547, 1.146], [-3.834, -2.701, 2.368], [-2.650, -2.033, 2.634], [-2.130, -1.194, 1.658], [-2.774, -1.029, 0.435], [-3.950, -1.708, 0.172], [-0.891, -0.516, 1.798], [-0.321, -0.505, 2.907], [0.953, 0.097, 2.898], [1.585, 0.230, 4.133], [2.821, 0.846, 4.202], [3.429, 1.317, 3.042], [2.815, 1.165, 1.805], [1.573, 0.550, 1.714], [-5.392, -3.090, 0.947], [-4.251, -3.362, 3.116], [-2.128, -2.165, 3.571], [-2.337, -0.367, -0.313], [-4.444, -1.606, -0.786], [1.087, -0.149, 5.016], [3.315, 0.959, 5.157], [4.398, 1.795, 3.101], [3.319, 1.512, 0.911], [-3.795, 1.358, -2.937], [-1.885, 1.524, -2.861], [-1.749, 3.009, -1.618], [-2.029, 2.735, -0.138], [-0.565, 2.200, 1.064], [0.706, 3.548, 0.497], [-4.200, 2.302, -3.306], [-4.182, 1.149, -1.940], [-4.011, 0.537, -3.615], [-2.494, 3.719, -1.987], [-0.762, 3.436, -1.790], [-2.844, 2.030, 0.025], [-2.350, 3.680, 0.305], [0.198, 4.510, 0.489], [1.116, 3.302, -0.479], [1.496, 3.564, 1.242], [0.313, -1.846, 0.213], [-0.825, -2.095, -2.484], [0.553, -3.333, -2.781], [-2.460, -1.368, -3.217], [-1.860, -3.633, -2.339], [-0.137, -1.338, -4.058], [0.290, 0.664, -1.241], [4.620, -0.097, -4.773], [4.319, -0.472, -3.731], [3.941, -0.910, -2.417], [4.658, -1.876, -1.721], [4.222, -2.233, -0.455], [3.095, -1.631, 0.064], [2.398, -0.705, -0.615], [2.816, -0.348, -1.830], [5.532, -2.334, -2.166], [4.743, -2.980, 0.126], [2.720, -1.901, 1.041], [2.234, 0.392, -2.360]],
  "lowdin_spin": [0.008, 0.000, 0.000, 0.000, 0.001, 0.002, 0.000, 0.002, 0.000, 0.000, 0.000, 0.000, 0.000, 0.000, 0.001, 0.000, 0.000, 0.000, 0.005, 0.000, 0.000, 0.000, 0.000, 0.000, 0.071, 0.726, 0.058, 0.020, 0.004, 0.000, 0.019, 0.014, -0.001, 0.011, 0.002, 0.000, 0.001, 0.000, 0.000, 0.000, 0.000, 0.003, 0.000, 0.017, 0.000, 0.000, 0.035, 0.000, 0.000, 0.000, 0.000, 0.000, 0.000, 0.000, 0.000, 0.000, 0.000, 0.000, 0.000],
  "largest_force_ev_per_a": 0.91,
  "multiplicity": 2,
  "total_charge": 2,
  "e_homo_ev": [-14.652, -14.652],
  "relative_energy_kcal_mol": 0.0
}


{
  "formula": "C31H46As3IrN4O",
  "method": "the ωB97M-V functional and the def2-TZVPD basis",
  "elements": ["Ir", "C", "C", "C", "C", "N", "C", "C", "C", "C", "C", "C", "N", "C", "C", "C", "C", "C", "N", "H", "H", "H", "H", "H", "H", "H", "H", "H", "H", "H", "C", "As", "C", "C", "C", "C", "C", "As", "C", "C", "C", "As", "C", "C", "H", "H", "H", "H", "H", "H", "H", "H", "H", "H", "H", "H", "H", "H", "H", "H", "H", "H", "H", "H", "H", "H", "H", "H", "H", "H", "H", "C", "C", "O", "H", "H", "H", "C", "C", "C", "N", "H", "H", "H", "H", "H"],
  "coordinates": [[-0.946, 0.548, -0.054], [-0.107, -4.015, -3.824], [-1.439, -3.806, -4.264], [-2.312, -3.193, -3.380], [-1.876, -2.645, -2.184], [-0.478, -2.542, -1.929], [0.331, -3.414, -2.696], [-2.834, -2.393, -1.094], [-3.908, -3.286, -0.972], [-4.831, -3.115, 0.033], [-4.671, -2.054, 0.911], [-3.583, -1.213, 0.749], [-2.681, -1.374, -0.236], [-3.454, 0.000, 1.597], [-4.256, 0.238, 2.703], [-4.244, 1.483, 3.310], [-3.430, 2.480, 2.796], [-2.603, 2.164, 1.740], [-2.597, 0.948, 1.174], [0.555, -4.681, -4.361], [-1.787, -4.206, -5.204], [-3.372, -3.183, -3.601], [1.326, -3.587, -2.313], [-3.981, -4.129, -1.643], [-5.663, -3.798, 0.142], [-5.400, -1.887, 1.687], [-4.904, -0.536, 3.083], [-4.883, 1.676, 4.161], [-3.424, 3.480, 3.204], [-1.918, 2.891, 1.327], [1.484, 3.466, 0.914], [1.077, 2.084, -0.377], [1.047, 3.159, -1.993], [2.757, 1.071, -0.352], [3.045, 0.064, -1.473], [3.178, 0.760, -2.834], [2.022, -1.083, -1.564], [0.118, -0.752, -1.947], [-0.078, -0.909, 1.207], [0.010, -0.360, -3.842], [4.452, -0.562, -1.239], [4.925, -1.390, 0.458], [5.468, -0.137, 1.805], [3.718, -2.708, 1.159], [2.265, 4.100, 0.495], [1.799, 3.021, 1.852], [0.588, 4.059, 1.087], [2.050, 3.513, -2.225], [0.405, 4.012, -1.783], [0.634, 2.624, -2.845], [2.718, 0.559, 0.616], [3.562, 1.810, -0.301], [2.237, 1.201, -3.149], [3.484, 0.050, -3.604], [3.922, 1.556, -2.798], [1.979, -1.651, -0.632], [2.349, -1.757, -2.357], [0.049, -1.866, 0.700], [-0.767, -1.051, 2.040], [0.869, -0.548, 1.613], [0.617, -1.091, -4.375], [0.354, 0.646, -4.070], [-1.028, -0.464, -4.152], [5.223, 0.204, -1.356], [4.654, -1.328, -1.992], [6.071, 0.641, 1.342], [6.060, -0.667, 2.550], [4.581, 0.289, 2.276], [3.463, -3.418, 0.375], [2.823, -2.214, 1.543], [4.227, -3.228, 1.970], [-3.189, 1.056, -2.402], [-2.168, 1.676, -1.501], [-1.963, 2.830, -1.323], [-3.502, 1.767, -3.165], [-4.045, 0.804, -1.769], [-2.821, 0.128, -2.832], [0.831, 3.232, 6.067], [-0.182, 2.183, 5.598], [-0.041, 1.869, 4.175], [0.071, 1.636, 3.054], [0.679, 3.427, 7.126], [0.706, 4.169, 5.526], [1.852, 2.881, 5.929], [-1.204, 2.532, 5.759], [-0.070, 1.252, 6.157]],
  "lowdin_spin": [1.460, 0.015, 0.241, 0.002, 0.223, 0.166, 0.163, 0.033, 0.032, 0.000, 0.028, 0.009, 0.151, 0.014, 0.002, 0.008, 0.002, 0.029, 0.092, -0.003, 0.012, -0.002, 0.011, 0.002, 0.000, 0.002, 0.001, 0.000, 0.000, 0.006, 0.036, 0.118, 0.017, 0.023, 0.031, 0.007, 0.027, 0.151, 0.162, 0.033, 0.088, 0.618, 0.095, 0.095, 0.005, 0.000, 0.000, 0.003, 0.000, 0.000, 0.004, 0.002, 0.002, 0.000, 0.000, 0.001, 0.004, 0.008, 0.013, 0.018, 0.005, 0.003, 0.001, 0.001, 0.007, 0.000, 0.004, 0.022, 0.000, 0.022, 0.002, 0.068, 0.235, 0.346, 0.005, 0.000, 0.001, 0.000, 0.000, 0.000, 0.015, 0.000, 0.000, 0.000, 0.000, 0.000],
  "largest_force_ev_per_a": 0.64,
  "multiplicity": 6,
  "total_charge": 3,
  "e_homo_ev": [-13.671, -16.148],
  "relative_energy_kcal_mol": 43.8
}


{
  "formula": "C4H3AgO",
  "method": "the ωB97M-V functional and the def2-TZVPD basis",
  "elements": ["C", "C", "C", "C", "O", "Ag", "H", "H", "H"],
  "coordinates": [[1.887, 1.135, 1.409], [0.974, 0.931, 0.393], [0.023, 0.278, 0.984], [-1.113, -0.469, 0.834], [-1.511, -0.899, -0.321], [-0.674, -0.548, -2.022], [2.755, 0.476, 1.499], [1.903, 2.088, 1.945], [-1.862, -0.471, 1.639]],
  "lowdin_spin": [0.014, 0.215, 0.429, 0.160, 0.163, 0.009, 0.001, -0.002, 0.010],
  "largest_force_ev_per_a": 4.48,
  "multiplicity": 2,
  "total_charge": 1,
  "e_homo_ev": [-12.395, -14.747],
  "relative_energy_kcal_mol": 8.0
}


{
  "formula": "C4H6N2OS",
  "method": "the ωB97M-V functional and the def2-TZVPD basis",
  "elements": ["C", "C", "C", "C", "H", "H", "H", "H", "H", "H", "N", "N", "O", "S"],
  "coordinates": [[-1.765, -0.236, 0.365], [-1.432, 1.262, -0.010], [1.765, 0.554, -0.433], [1.614, -0.586, 0.571], [-2.869, -0.623, 0.197], [-1.595, -0.269, 1.447], [-1.356, 1.534, -1.136], [-1.912, 2.076, 0.618], [2.471, 0.532, -1.194], [2.337, -0.738, 1.346], [0.908, 1.507, -0.429], [0.666, -1.417, 0.670], [-0.101, 1.377, 0.491], [-0.523, -1.258, -0.616]],
  "nbo_charge": [-0.551, -0.101, -0.011, 0.076, 0.236, 0.242, 0.210, 0.204, 0.213, 0.195, -0.080, -0.494, -0.442, 0.304],
  "largest_force_ev_per_a": 3.80,
  "smiles": "C1=N\\OCCS\\N=C/1",
  "total_charge": 0,
  "e_homo_ev": -8.564,
  "relative_energy_kcal_mol": 126.3
}


{
  "formula": "C4H6O2",
  "method": "the ωB97M-V functional and the def2-TZVPD basis",
  "elements": ["C", "C", "O", "C", "C", "O", "H", "H", "H", "H", "H", "H"],
  "coordinates": [[-0.391, -1.369, -1.133], [0.235, -0.295, -0.300], [1.524, -0.075, -0.630], [-0.456, 0.367, 0.652], [-0.015, 1.565, 1.350], [-0.722, 2.208, 2.099], [-1.456, -1.435, -0.903], [0.080, -2.339, -0.947], [-0.275, -1.139, -2.197], [-1.470, 0.048, 0.862], [1.925, 0.538, 0.003], [1.022, 1.926, 1.143]],
  "nbo_charge": [-0.667, 0.431, -0.657, -0.464, 0.392, -0.531, 0.229, 0.234, 0.237, 0.230, 0.487, 0.080],
  "largest_force_ev_per_a": 0.40,
  "smiles": "C/C(O)=C/C=O",
  "total_charge": 0,
  "e_homo_ev": -9.505,
  "relative_energy_kcal_mol": 22.9
}